[1]
Formula: C4H11NOS
Source: OMol25
Level of theory: wB97M-V/def2-TZVPD

Geometry (Å):
C1 -2.30272 -0.46420 0.14950
H1 0.15825 -0.72074 0.77051
C2 0.42651 0.56543 -1.06747
H2 0.26467 1.44484 2.33674
H3 -0.10263 1.48457 -1.31710
H4 -3.26300 -0.38307 0.66228
H5 0.47274 2.30519 0.85958
H6 1.75224 1.15951 1.43171
H7 1.49581 0.77147 -1.04902
H8 -2.56174 -0.31810 -0.91677
C3 -0.07666 0.31501 0.48463
H9 -1.88822 -1.47077 0.24909
S1 2.68548 -1.82687 -0.31394
H10 0.63314 -1.18628 -1.76998
C4 0.68845 1.34406 1.33925
O1 0.04344 -0.42163 -1.91408
N1 -1.41164 0.53483 0.54238
H11 2.98588 -3.13324 -0.47732

Spin multiplicity ... 2
Energy above the lowest of the compared OMol25 structures with the same formula, charge and spin ... 351.1 kJ/mol
E_tot ... -686.7509 a.u.
LUMO level (spin up / spin down) ... -7.5500 / -7.5620 eV
Total charge ... +1
Orbital gap (spin up / spin down) ... 6.72 / 6.25 eV

***

[2]
Formula: C3H4N2OS
Source: OMol25
Level of theory: wB97M-V/def2-TZVPD

Geometry (Å):
C1 1.22706 -0.00720 0.58042
C2 0.26275 -1.08112 0.13539
S1 0.58462 1.73099 0.26396
H1 1.25745 0.05412 1.74512
O1 0.13937 -2.12223 0.70072
H2 1.73095 2.45862 0.37807
H3 -0.92921 0.10448 -1.04310
H4 -1.12726 -1.54599 -1.20232
N1 -0.48153 -0.70885 -0.94804
N2 3.45078 -0.37618 -0.65220
C3 2.51049 -0.16720 -0.01104

Structure (SMILES) ... N#C[C@@H](S)C(N)=O
Energy above the lowest of the compared OMol25 structures with the same formula, charge and spin ... 121.7 kJ/mol
E_tot ... -699.6258 a.u.
LUMO level ... 0.3336 eV
Total charge ... 0
Orbital gap ... 10.51 eV

***

[3]
Formula: C2H9N2O
Source: OMol25
Level of theory: wB97M-V/def2-TZVPD

Geometry (Å):
H1 -1.16820 -0.46352 1.45053
H2 0.28924 -1.01906 0.56984
H3 0.64244 1.78841 0.06016
H4 0.97551 -0.77281 -0.88175
H5 -2.03884 2.41354 1.35292
H6 1.87544 -2.46117 -3.30157
C1 -1.06102 0.66400 1.19835
C2 0.01921 1.00166 0.38251
N1 0.80381 -0.25161 0.02196
H7 0.63392 -1.67023 -3.33898
O1 1.35245 -1.98626 -2.73194
H8 -2.03920 1.50306 2.91547
N2 -1.96724 1.47243 1.85342
H9 1.68248 -0.21844 0.44908

Energy above the lowest of the compared OMol25 structures with the same formula, charge and spin ... 285.5 kJ/mol
E_tot ... -266.0429 a.u.
LUMO level ... -3.1661 eV
Total charge ... +1
Orbital gap ... 10.27 eV

***

[4]
Formula: C5H13O2PSi
Source: OMol25
Level of theory: wB97M-V/def2-TZVPD

Geometry (Å):
H1 0.07472 2.64648 0.52839
C1 -0.72191 -2.91270 0.73536
H2 -1.64545 -3.15865 1.23071
O1 0.94050 1.26695 -1.48013
H3 -1.72319 -2.48186 -1.09124
H4 -2.58367 0.04398 -0.21453
C2 1.77713 1.65428 1.47094
C3 0.40373 0.65654 -0.29784
C4 -0.90603 -2.05319 -0.53658
H5 1.28071 -0.11393 -0.21108
H6 2.57885 1.27506 0.82095
H7 0.08413 -2.11652 -1.01426
H8 -0.34067 1.33539 1.59322
H9 1.85176 2.75467 1.65890
Si1 -1.24670 -0.18062 -0.50384
P1 0.03924 1.60343 -2.83718
H10 -0.26840 -3.85752 0.49030
H11 1.82454 1.21848 2.46891
H12 -0.73064 2.65740 -2.13068
C5 0.39730 1.63053 0.82515
O2 -0.98353 0.53535 -2.93307
H13 -0.10243 -2.40355 1.42760

Energy above the lowest of the compared OMol25 structures with the same formula, charge and spin ... 265.8 kJ/mol
E_tot ... -979.5495 a.u.
LUMO level ... -0.7252 eV
Total charge ... 0
Orbital gap ... 6.78 eV

***

[5]
Formula: C6H12F18O24S6Zn2
Source: OMol25
Level of theory: wB97M-V/def2-TZVPD

Geometry (Å):
C1 2.33309 1.87431 -3.56318
S1 -3.32755 4.02055 -2.15338
F1 -2.93694 -2.66347 4.03965
O1 -2.52686 3.26432 -1.21932
S2 -2.95741 -0.01900 4.20113
F2 1.23910 0.81253 -0.46137
O2 -3.69484 1.62704 0.47124
H1 -1.16939 3.20615 0.32505
F3 4.62775 0.88640 4.64731
F4 -0.67224 1.03681 -1.53505
Zn1 -3.96684 -0.41762 0.91376
H2 0.05824 -5.62313 0.97126
O3 2.42196 -2.71670 1.70173
O4 2.68529 -5.31013 -4.31018
O5 -0.44946 -5.11493 0.33864
F5 5.93071 0.59125 2.97180
S3 -0.63157 -0.60110 0.62107
H3 -3.22315 2.08589 -0.22388
F6 2.67292 0.61038 -3.80469
C2 0.64880 -4.01730 -2.90984
H4 1.51494 -0.89724 4.95778
O6 -3.47676 -0.14727 2.82349
F7 -2.07814 3.09751 -4.35674
O7 -0.22645 0.23234 1.73668
H5 -4.25978 2.29518 0.85940
O8 -3.89197 0.73985 5.08056
O9 3.57580 0.87435 0.91614
H6 0.21111 3.69275 -0.06137
O10 -2.11980 -0.52827 0.42967
O11 -3.61767 5.34555 -1.63013
F8 0.71897 -3.37736 -1.78422
F9 -2.50906 5.35830 -4.29274
O12 -4.45886 -0.99552 -0.99588
C3 0.17070 0.21745 -0.94290
C4 -2.71427 -1.86755 5.05687
H7 2.59009 -3.52852 2.18017
F10 -0.75139 4.41464 -3.24400
O13 3.06981 -5.07389 -2.04439
Zn2 0.22076 0.98550 3.45351
O14 -0.33996 3.50443 0.69829
O15 1.06287 -0.86931 4.11452
O16 2.58662 2.63025 -6.13324
F11 0.84488 -3.08520 -3.92024
H8 1.43666 -1.59704 3.61760
C5 -2.05805 4.26921 -3.65241
F12 -0.53584 -4.58747 -2.90566
H9 -4.54940 -0.36779 -1.71282
O17 2.76847 4.44522 -4.61974
S4 3.15036 3.04818 -4.84843
S5 2.04257 -5.35323 -3.00067
F13 -3.56396 -2.04650 6.05472
F14 2.70300 2.14320 -2.32591
O18 3.91461 2.85834 2.32911
O19 -1.57135 0.46133 4.13687
F15 4.27157 -0.84786 3.32992
O20 4.56396 2.74939 -4.66070
O21 -4.48813 3.22012 -2.58569
F16 0.51944 -0.76559 -1.84176
O22 -0.05097 -1.92419 0.79649
F17 -1.38614 -1.99827 5.36756
C6 4.68356 0.44332 3.40608
F18 1.01406 2.06094 -3.63716
O23 1.35309 -6.61816 -2.73284
H10 -4.45171 -1.85093 -1.42535
S6 3.44663 1.46181 2.26420
H11 1.46858 -2.67522 1.62700
H12 0.03712 -4.29622 0.24273
O24 2.09779 1.21720 2.85389

Spin multiplicity ... 2
E_tot ... -9786.9770 a.u.
LUMO level (spin up / spin down) ... -1.1473 / -3.2287 eV
Total charge ... -1
Orbital gap (spin up / spin down) ... 4.07 / 1.99 eV

***

[6]
Formula: C16H17N3O5
Source: OMol25
Level of theory: wB97M-V/def2-TZVPD

Geometry (Å):
C1 -1.04796 -1.05121 0.85364
C2 -3.58567 -0.64088 0.92171
O1 -0.65971 -0.58362 1.90016
H1 0.94894 -3.51861 -0.15210
H2 5.03362 3.23793 -1.28165
C3 4.28020 2.46986 -1.13249
C4 -1.29459 1.25769 -1.35190
C5 -1.15245 -2.38568 -1.01640
O2 2.92619 -2.00276 -0.58310
N1 -2.28188 -1.64300 -0.98767
H3 -0.65100 0.59706 -1.91549
O3 -0.82428 -3.22758 -1.80386
H4 3.37280 2.93442 -0.75385
H5 4.06514 1.99156 -2.08484
C6 -2.96156 2.96175 0.12355
H6 -3.59808 3.62228 0.69264
C7 0.85060 -2.62240 0.46607
O4 2.64407 1.54698 1.48537
C8 -1.29704 2.62440 -1.59071
C9 2.85185 0.55784 0.83535
H7 -2.93546 -1.63456 -1.75217
H8 -3.52760 -1.33155 1.76098
H9 -4.79232 1.12283 1.42815
N2 -0.40986 -2.00433 0.12417
C10 -2.14156 0.76634 -0.37979
H10 -0.64708 3.03465 -2.34840
C11 2.05123 -1.70281 0.17923
H11 -4.42042 -0.93781 0.28474
C12 -3.74721 0.81856 1.37555
H12 -2.10881 4.52579 -1.05763
C13 4.79182 1.44034 -0.13569
C14 -2.12218 3.46439 -0.86070
H13 1.20282 -0.39689 1.54064
O5 3.86993 0.35918 0.01563
H14 0.84745 -2.88703 1.52803
N3 1.98755 -0.53430 0.89987
C15 -2.96685 1.60168 0.36320
H15 4.95855 1.90656 0.84087
H16 -3.29948 0.96191 2.36122
H17 5.71065 0.97017 -0.49008
C16 -2.29899 -0.66948 0.07339

Structure (SMILES) ... CCOC(=O)NC(=O)CN1C(=O)N[C@@]2(CCc3ccccc32)C1=O
Energy above the lowest of the compared OMol25 structures with the same formula, charge and spin ... 0.0 kJ/mol
E_tot ... -1160.4893 a.u.
LUMO level ... 0.6363 eV
Total charge ... 0
Orbital gap ... 10.10 eV